## A
Below is an isolated ion of composition C2H7N2 and charge +1, with properties calculated with wB97M-V/def2-TZVPD.

The LUMO energy comes out at -3.8 eV. Its SMILES is C/[NH+]=C/N. The HOMO-LUMO gap is 11.93 eV. The charge is +1. The HOMO energy comes out at -15.699 eV.

Last column: natural (NBO) charge in e.
Geometry (Å):
C 0.27 -1.68 0.08  -0.4101
N 0.42 -0.24 -0.19  -0.4862
C -0.42 0.68 0.16  0.3982
N -0.35 1.96 -0.14  -0.7238
H 1.21 -2.03 0.50  0.2398
H -0.03 -2.16 -0.84  0.2366
H -0.48 -1.81 0.86  0.2260
H 1.22 -0.01 -0.77  0.4218
H -1.21 0.36 0.84  0.2276
H 0.50 2.36 -0.50  0.4257
H -1.15 2.57 -0.01  0.4445

=====

## B
Below is a 2-piece molecular cluster, C2H7N2 overall, with properties calculated with wB97M-V/def2-TZVPD.

The LUMO energy comes out at -8.4 eV. The HOMO-LUMO gap is 4.65 eV. The charge is +1. The HOMO energy comes out at -13.081 eV.

Last column: natural (NBO) charge in e.
Geometry (Å):
C -0.20 -0.57 -0.55  0.3011
C -0.13 -0.27 -1.80  -0.0661
N 0.75 -1.16 -2.49  -0.6404
N -0.40 1.40 2.84  -1.0911
H 0.59 -0.77 0.19  0.2726
H -0.82 0.29 -2.41  0.2762
H 0.56 -2.16 -2.40  0.4342
H 1.71 -0.96 -2.19  0.4159
H -0.83 2.21 2.44  0.3699
H -0.81 0.55 2.51  0.3430
H -0.41 1.44 3.85  0.3845

=====

## C
Below is a 2-piece molecular cluster, C2H7N2 overall, with properties calculated with wB97M-V/def2-TZVPD.

The LUMO energy (spin up / spin down) comes out at -7.2 / -5.8 eV. The HOMO-LUMO gap (spin up / spin down) is 6.53 / 8.69 eV. The charge is +1. The HOMO energy (spin up / spin down) comes out at -13.704 / -14.444 eV.

Last column: natural (NBO) charge in e.
Geometry (Å):
C -1.34 -0.75 0.58  0.4200
C 1.18 1.59 -0.55  -0.5128
N 1.02 0.22 -0.74  -0.4232
N -0.99 -1.96 0.60  -0.6574
H -1.88 -0.16 1.26  0.2085
H 0.83 2.29 -1.27  0.2313
H 0.44 2.06 0.28  0.2604
H 2.22 1.72 -0.06  0.2530
H 0.34 -0.08 -1.44  0.3226
H -1.37 -2.46 1.38  0.4370
H -0.44 -2.48 -0.04  0.4606

=====

Stability summary: most stable A, least stable C.

=====

## A
Below is a 2-piece molecular cluster, C3H11NO overall, with properties calculated with wB97M-V/def2-TZVPD.

The LUMO energy comes out at 0.9 eV. Its SMILES is CCNC.O. The HOMO-LUMO gap is 9.55 eV. The HOMO energy comes out at -8.658 eV.

Last column: natural (NBO) charge in e.
Geometry (Å):
C -1.62 0.96 0.35  -0.6169
C -0.42 0.15 0.95  -0.2093
N -0.20 -1.03 0.21  -0.6273
C 1.09 -1.75 0.49  -0.4387
H -2.05 1.73 1.01  0.2104
H -1.35 1.62 -0.51  0.2042
H -2.42 0.21 0.21  0.2091
H 0.54 0.57 1.14  0.1945
H -0.91 -0.20 1.95  0.1386
H -1.02 -1.60 0.39  0.3472
H 1.25 -2.44 -0.39  0.2121
H 1.36 -2.32 1.50  0.1844
H 1.87 -0.85 0.21  0.1909
O 1.49 1.46 -2.73  -0.9362
H 1.74 1.76 -1.85  0.4705
H 0.65 1.73 -2.93  0.4665

=====

## B
Below is a 2-piece molecular cluster, C3H11NO overall, with properties calculated with wB97M-V/def2-TZVPD.

The LUMO energy comes out at 0.8 eV. Its SMILES is CC(C)N.O. The HOMO-LUMO gap is 9.91 eV. The HOMO energy comes out at -9.071 eV.

Last column: natural (NBO) charge in e.
Geometry (Å):
C -0.02 1.06 0.63  -0.6434
C -0.12 -0.41 0.09  -0.0712
C -0.79 -1.27 1.16  -0.6322
N -0.89 -0.37 -1.16  -0.8485
H 0.85 1.64 0.37  0.2228
H -0.93 1.59 0.34  0.1994
H 0.04 1.15 1.72  0.2070
H 0.84 -0.77 -0.25  0.2138
H -1.25 -2.15 0.70  0.2165
H -0.36 -1.36 2.16  0.2302
H -1.73 -0.79 1.50  0.1974
H -0.77 0.52 -1.63  0.3478
H -1.88 -0.50 -1.01  0.3556
O 2.42 0.58 -1.12  -0.9251
H 1.62 0.78 -1.63  0.4620
H 2.97 0.29 -1.87  0.4680

=====

Stability summary: most stable B, least stable A.

=====

## A
Below is a 2-piece molecular cluster, C3H11NO overall, with properties calculated with wB97M-V/def2-TZVPD.

The LUMO energy comes out at 0.9 eV. Its SMILES is CCOC.N. The HOMO-LUMO gap is 10.86 eV. The HOMO energy comes out at -9.960 eV.

Last column: natural (NBO) charge in e.
Geometry (Å):
C -1.76 -1.72 1.03  -0.6421
C -0.67 -0.78 1.50  -0.0591
O -0.72 0.44 0.79  -0.5305
C -0.27 0.38 -0.51  -0.2492
H -1.83 -2.65 1.58  0.2170
H -2.67 -1.13 1.07  0.2160
H -1.59 -1.99 -0.01  0.2031
H 0.35 -1.18 1.41  0.1587
H -0.80 -0.53 2.54  0.1856
H -0.40 1.34 -1.02  0.1913
H -0.77 -0.32 -1.19  0.1605
H 0.79 0.15 -0.58  0.1478
N 2.98 1.62 -2.20  -1.0559
H 2.79 1.39 -3.17  0.3523
H 2.48 2.49 -2.03  0.3543
H 2.50 0.92 -1.66  0.3504

=====

## B
Below is a 2-piece molecular cluster, C3H11NO overall, with properties calculated with wB97M-V/def2-TZVPD.

The LUMO energy comes out at 1.0 eV. Its SMILES is CNC.CO. The HOMO-LUMO gap is 10.35 eV. The HOMO energy comes out at -9.373 eV.

Last column: natural (NBO) charge in e.
Geometry (Å):
C -1.92 0.95 0.80  -0.4054
N -0.53 0.54 1.13  -0.6541
C 0.59 1.41 0.71  -0.4277
H -2.54 0.04 0.94  0.2026
H -2.37 1.75 1.18  0.1744
H -1.90 1.27 -0.28  0.1870
H -0.45 0.34 2.12  0.3664
H 1.51 0.79 0.57  0.2212
H 0.82 2.23 1.41  0.1765
H 0.36 1.87 -0.27  0.1962
C 1.33 -2.06 -1.62  -0.2238
O 0.69 -1.47 -0.47  -0.8799
H 0.59 -2.75 -1.99  0.1653
H 1.52 -1.31 -2.44  0.1534
H 2.27 -2.66 -1.74  0.1888
H 0.01 -0.91 -0.04  0.5593

=====

Stability summary: most stable A, least stable B.

=====

## A
Below is a 2-piece molecular cluster, C3H11NO overall, with properties calculated with wB97M-V/def2-TZVPD.

The LUMO energy comes out at 0.9 eV. Its SMILES is CCCN.O. The HOMO-LUMO gap is 9.98 eV. The HOMO energy comes out at -9.112 eV.

Last column: natural (NBO) charge in e.
Geometry (Å):
C -1.07 -1.31 -1.42  -0.6166
C -1.68 0.10 -1.39  -0.4022
C -0.76 1.26 -1.00  -0.2141
N 0.39 0.96 -0.18  -0.8392
H -1.77 -2.12 -1.58  0.2199
H -0.74 -1.55 -0.38  0.1851
H -0.11 -1.34 -1.93  0.2156
H -2.07 0.36 -2.37  0.2036
H -2.52 0.04 -0.68  0.1917
H -1.40 2.04 -0.57  0.1771
H -0.39 1.70 -1.93  0.1712
H 0.49 1.57 0.63  0.3596
H 0.30 0.06 0.31  0.3482
O 3.73 -0.29 4.04  -0.9597
H 3.26 -1.06 3.70  0.4816
H 4.32 -0.43 4.75  0.4783

=====

## B
Below is a 2-piece molecular cluster, C3H11NO overall, with properties calculated with wB97M-V/def2-TZVPD.

The LUMO energy comes out at 0.9 eV. Its SMILES is CCNC.O. The HOMO-LUMO gap is 8.94 eV. The HOMO energy comes out at -8.014 eV.

Last column: natural (NBO) charge in e.
Geometry (Å):
C -0.61 -1.14 -0.40  -0.6428
C -0.42 0.36 -0.20  -0.2178
N -0.51 0.69 1.22  -0.6957
C 0.67 0.67 2.22  -0.3977
H -0.23 -1.59 -1.39  0.2337
H 0.02 -1.68 0.33  0.2030
H -1.62 -1.42 -0.01  0.2028
H 0.54 0.46 -0.67  0.1613
H -1.06 0.94 -0.75  0.1875
H -1.44 1.04 1.66  0.3831
H 0.22 0.30 3.17  0.1982
H 0.90 1.68 2.27  0.1851
H 1.52 0.14 1.82  0.1985
O 0.90 -0.46 -3.01  -0.9301
H 0.57 0.17 -2.40  0.4612
H 0.55 -0.16 -3.86  0.4698

=====

Stability summary: most stable A, least stable B.

=====

## A
Below is one molecule with the formula C5H4N2O, with properties calculated with wB97M-V/def2-TZVPD.

The LUMO energy comes out at 0.4 eV. Its SMILES is [H]/N=c1\o[nH]cc1C#C. The HOMO-LUMO gap is 8.62 eV. The HOMO energy comes out at -8.221 eV.

Last column: natural (NBO) charge in e.
Geometry (Å):
H -2.18 -2.15 -0.01  0.3351
N -1.02 -2.06 0.13  -0.6531
C -0.78 -0.93 -0.34  0.4974
O -1.72 -0.13 -0.81  -0.3418
N -1.33 1.24 -0.62  -0.2742
C -0.02 1.16 -0.30  0.0529
C 0.40 -0.12 -0.02  -0.2670
C 1.63 -0.41 0.45  -0.0346
C 2.55 -0.33 1.30  -0.1977
H -1.49 1.90 -1.50  0.3872
H 0.51 2.13 -0.33  0.2269
H 3.46 -0.31 2.05  0.2690

=====

## B
Below is one molecule with the formula C5H4N2O, with properties calculated with wB97M-V/def2-TZVPD.

The LUMO energy comes out at -1.1 eV. Its SMILES is C=C/C(C#N)=N/C=O. The HOMO-LUMO gap is 9.27 eV. The HOMO energy comes out at -10.341 eV.

Last column: natural (NBO) charge in e.
Geometry (Å):
C -0.28 -0.70 1.41  -0.2931
C -0.22 0.12 0.36  -0.2551
C 0.80 -0.20 -0.66  0.2149
C 1.14 -1.57 -1.15  0.1989
N 1.44 -2.41 -1.86  -0.2483
N 1.13 0.73 -1.49  -0.3865
C 1.63 1.10 -2.69  0.5268
O 2.68 1.65 -3.02  -0.5452
H 0.21 -1.64 1.38  0.1994
H -0.99 -0.56 2.35  0.2238
H -0.74 1.05 0.33  0.2427
H 0.74 0.79 -3.45  0.1216

=====

## C
Below is one molecule with the formula C5H4N2O, with properties calculated with wB97M-V/def2-TZVPD.

The LUMO energy comes out at -0.2 eV. Its SMILES is O=c1nccccn1. The HOMO-LUMO gap is 9.61 eV. The HOMO energy comes out at -9.821 eV.

Last column: natural (NBO) charge in e.
Geometry (Å):
O 2.35 -0.76 -0.72  -0.5242
C 1.42 -0.07 -0.90  0.7413
N 1.39 1.06 -0.11  -0.4068
C 0.61 0.99 0.91  0.1053
C -0.37 -0.15 1.26  -0.2343
C -1.05 -0.69 0.27  -0.2205
C -0.79 -0.29 -1.24  0.1365
N 0.35 -0.08 -1.76  -0.4298
H 0.51 1.72 1.71  0.1868
H -0.76 -0.12 2.20  0.2174
H -1.95 -1.35 0.30  0.2269
H -1.72 -0.27 -1.93  0.2013

=====

Stability summary: most stable C, least stable A.

=====

## A
Below is a 15-piece molecular cluster, H30O15 overall, with properties calculated with wB97M-V/def2-TZVPD.

The LUMO energy comes out at -0.7 eV. The HOMO-LUMO gap is 8.78 eV. The HOMO energy comes out at -9.522 eV.

Last column: natural (NBO) charge in e.
Geometry (Å):
H -0.18 -0.28 0.20  0.4572
H -1.62 0.00 -0.21  0.4373
H 2.90 0.18 2.26  0.4625
H 4.42 0.14 2.05  0.4692
H -0.34 1.15 3.14  0.4754
H -0.95 0.96 1.73  0.4866
H -0.56 -2.48 -3.55  0.4612
H -0.11 -3.61 -2.63  0.4643
H 1.38 -3.18 1.90  0.4609
H 2.55 -2.34 2.03  0.4497
H 2.88 -1.13 -1.19  0.4555
H 4.00 -0.97 -2.07  0.4308
H -1.19 -1.15 2.59  0.4690
H -2.42 -0.48 2.20  0.4554
H 0.08 2.19 0.72  0.4746
H -1.03 2.92 0.09  0.4518
H -2.27 -1.32 4.73  0.4868
H -0.89 -1.71 4.22  0.4737
H 0.81 -0.16 -3.06  0.4616
H 1.75 0.01 -1.91  0.4435
H -2.64 -4.07 -1.31  0.4720
H -3.12 -2.90 -2.17  0.4727
H 4.24 0.61 -2.22  0.4466
H 3.92 0.65 -0.79  0.4606
H 1.46 3.41 -1.17  0.5113
H 1.19 5.04 -1.35  0.4699
H -3.85 1.23 -3.04  0.4707
H -3.78 0.55 -1.68  0.4596
H -3.44 3.91 1.34  0.4684
H -2.95 2.64 0.48  0.4643
O -0.79 -0.28 -0.58  -0.8978
O 3.66 0.73 2.16  -0.9303
O -0.18 1.11 2.20  -0.9650
O -0.33 -2.68 -2.58  -0.9243
O 2.28 -3.30 2.04  -0.9102
O 3.45 -1.62 -1.82  -0.8916
O -1.67 -0.94 1.80  -0.9393
O -0.26 2.32 -0.13  -0.9334
O -1.81 -1.68 3.99  -0.9363
O 0.91 0.14 -2.16  -0.9075
O -3.12 -3.84 -2.11  -0.9444
O 3.69 1.09 -1.57  -0.8985
O 1.72 4.37 -0.94  -0.9835
O -4.26 1.26 -2.09  -0.9297
O -3.52 3.48 0.50  -0.9313

=====

## B
Below is a 15-piece molecular cluster, H30O15 overall, with properties calculated with wB97M-V/def2-TZVPD.

The LUMO energy comes out at -0.3 eV. The HOMO-LUMO gap is 10.53 eV. The HOMO energy comes out at -10.779 eV.

Last column: natural (NBO) charge in e.
Geometry (Å):
O 0.94 -1.94 0.68  -0.9568
H 0.44 -2.54 1.24  0.4868
H 1.66 -2.52 0.37  0.4769
O -3.79 1.98 2.73  -0.9572
H -3.73 2.78 2.20  0.4716
H -3.38 1.25 2.25  0.4778
O -2.23 -3.60 2.78  -0.9434
H -2.59 -2.73 3.00  0.4822
H -1.30 -3.56 3.02  0.4617
O 1.88 0.85 0.05  -0.9807
H 1.66 -0.02 0.41  0.4937
H 1.49 0.82 -0.84  0.4928
O -2.28 -0.45 -0.98  -0.9346
H -1.95 0.44 -1.12  0.4642
H -2.72 -0.36 -0.12  0.4828
O -2.10 0.63 -3.46  -0.9726
H -2.56 0.37 -2.65  0.4834
H -2.76 0.70 -4.16  0.4780
O -1.93 0.01 3.13  -1.0475
H -2.56 0.09 3.84  0.5074
H -1.54 0.65 2.51  0.5302
O -1.02 3.16 -2.54  -0.9476
H -0.84 2.22 -2.68  0.4831
H -0.26 3.45 -2.00  0.4628
O -0.45 -1.96 -3.41  -0.9299
H -0.55 -2.61 -4.14  0.4625
H -0.48 -2.67 -2.75  0.4739
O 4.49 1.64 -0.48  -0.9635
H 3.94 1.02 0.04  0.4836
H 4.45 1.44 -1.42  0.4751
O 2.43 -0.24 -2.81  -0.9430
H 2.03 -0.80 -2.11  0.4602
H 1.63 -0.41 -3.36  0.4821
O -0.99 1.47 0.87  -1.0072
H -1.21 2.22 0.32  0.5000
H -0.07 1.27 1.04  0.5119
O 1.57 0.11 3.50  -0.9340
H 2.39 0.22 2.99  0.4600
H 1.94 -0.37 4.26  0.4747
O 1.97 -3.27 -2.23  -0.9642
H 2.86 -2.90 -2.09  0.4777
H 1.65 -2.92 -3.07  0.4840
O 1.28 2.62 2.18  -0.9532
H 1.06 2.71 3.10  0.4822
H 1.55 1.74 1.93  0.4719

=====

## C
Below is a 15-piece molecular cluster, H30O15 overall, with properties calculated with wB97M-V/def2-TZVPD.

The LUMO energy comes out at -0.1 eV. The HOMO-LUMO gap is 9.03 eV. The HOMO energy comes out at -9.111 eV.

Last column: natural (NBO) charge in e.
Geometry (Å):
H -0.35 0.25 -0.67  0.4243
H 0.59 1.31 -0.30  0.4577
H 3.50 0.52 -1.79  0.4511
H 2.46 1.54 -1.30  0.4663
H 1.84 4.90 1.98  0.4749
H 1.78 3.37 2.25  0.4758
H -1.18 -0.52 -2.82  0.4787
H -0.52 0.18 -4.00  0.4553
H 1.45 -0.55 3.79  0.4756
H 0.96 0.16 4.99  0.4699
H -2.94 -2.05 -3.44  0.4460
H -2.28 -1.51 -4.58  0.4708
H 3.07 -2.14 -1.12  0.4585
H 1.66 -2.27 -1.63  0.4599
H -1.46 -0.86 0.45  0.4551
H -1.44 -0.22 1.73  0.4974
H 2.53 -0.51 -3.13  0.4546
H 1.20 -0.13 -3.65  0.4719
H 3.99 2.10 2.10  0.4775
H 3.00 2.26 3.26  0.4550
H -4.27 -0.30 0.67  0.4437
H -3.08 -0.97 0.34  0.4637
H -2.37 2.17 -0.88  0.4692
H -3.03 1.97 0.60  0.4939
H 0.21 3.16 0.56  0.4840
H -1.15 2.66 0.13  0.4630
H -1.80 -3.55 -0.22  0.4675
H -2.78 -3.89 0.96  0.4846
H 1.49 -2.62 3.26  0.4526
H 0.74 -1.75 2.37  0.4610
O 0.49 0.41 -0.10  -0.9101
O 2.97 0.69 -1.03  -0.9155
O 1.27 4.08 2.03  -0.9499
O -0.62 -0.65 -3.50  -0.9058
O 0.59 -0.30 4.15  -0.9490
O -2.11 -1.71 -3.65  -0.9246
O 2.19 -2.47 -0.85  -0.9165
O -1.67 -0.07 0.80  -0.9258
O 2.07 -0.09 -3.95  -0.9490
O 3.10 1.71 2.46  -0.9243
O -3.89 -1.10 0.84  -0.9327
O -3.00 2.53 -0.15  -0.9423
O -0.38 2.41 0.61  -0.9546
O -2.67 -3.40 0.06  -0.9498
O 1.42 -2.38 2.28  -0.9096

=====

## D
Below is a 15-piece molecular cluster, H30O15 overall, with properties calculated with wB97M-V/def2-TZVPD.

The LUMO energy comes out at -1.0 eV. The HOMO-LUMO gap is 7.99 eV. The HOMO energy comes out at -8.959 eV.

Last column: natural (NBO) charge in e.
Geometry (Å):
H 0.86 -0.39 -0.53  0.4740
H -0.41 0.33 0.05  0.4340
H 4.02 2.39 -0.94  0.4531
H 2.60 2.67 -1.07  0.4492
H 3.04 -0.29 -1.94  0.4634
H 1.97 0.77 -1.63  0.4508
H -3.58 1.86 -0.53  0.4515
H -4.30 1.50 0.69  0.4651
H 0.07 5.34 -0.32  0.4738
H -0.76 4.18 -1.03  0.4602
H 4.85 -0.10 1.42  0.4746
H 4.64 -1.63 1.51  0.4639
H -0.50 -1.44 0.80  0.5002
H 0.41 -1.79 1.99  0.4434
H -1.45 1.15 -2.13  0.4241
H -2.02 0.19 -2.98  0.4514
H -3.11 0.30 3.59  0.4539
H -3.05 -1.18 3.55  0.4703
H -0.88 -4.70 -2.37  0.4674
H 0.31 -3.97 -1.67  0.4647
H 0.66 0.88 2.61  0.4595
H 2.18 1.08 2.85  0.4651
H 2.67 -3.06 -0.45  0.4725
H 3.64 -3.11 0.69  0.4586
H -4.22 -1.53 -1.96  0.4591
H -4.52 -2.28 -0.64  0.4610
H -0.90 1.98 1.16  0.4588
H -0.90 1.77 2.68  0.4641
H -2.63 -0.63 0.63  0.4366
H -2.25 -0.03 -0.70  0.4504
O -0.06 -0.36 -0.50  -0.9044
O 3.35 2.32 -1.58  -0.9022
O 2.59 0.49 -2.29  -0.9133
O -4.37 1.45 -0.29  -0.9138
O -0.17 5.00 -1.18  -0.9332
O 5.25 -0.98 1.43  -0.9383
O 0.41 -1.37 1.19  -0.9652
O -1.14 0.40 -2.69  -0.8684
O -2.65 -0.38 4.06  -0.9225
O -0.65 -4.25 -1.56  -0.9315
O 1.54 0.64 2.32  -0.9297
O 3.14 -2.45 0.19  -0.9303
O -3.81 -2.10 -1.32  -0.9186
O -0.81 2.42 2.03  -0.9196
O -2.16 -0.86 -0.21  -0.8836

=====

Stability summary: most stable B, least stable D.